{
  "formula": "C36H108O18S18",
  "method": "the ωB97M-V functional and the def2-TZVPD basis",
  "symbols": ["C", "S", "O", "C", "H", "H", "H", "H", "H", "H", "C", "S", "O", "C", "H", "H", "H", "H", "H", "H", "C", "S", "O", "C", "H", "H", "H", "H", "H", "H", "C", "S", "O", "C", "H", "H", "H", "H", "H", "H", "C", "S", "O", "C", "H", "H", "H", "H", "H", "H", "C", "S", "O", "C", "H", "H", "H", "H", "H", "H", "C", "S", "O", "C", "H", "H", "H", "H", "H", "H", "C", "S", "O", "C", "H", "H", "H", "H", "H", "H", "C", "S", "O", "C", "H", "H", "H", "H", "H", "H", "C", "S", "O", "C", "H", "H", "H", "H", "H", "H", "C", "S", "O", "C", "H", "H", "H", "H", "H", "H", "C", "S", "O", "C", "H", "H", "H", "H", "H", "H", "C", "S", "O", "C", "H", "H", "H", "H", "H", "H", "C", "S", "O", "C", "H", "H", "H", "H", "H", "H", "C", "S", "O", "C", "H", "H", "H", "H", "H", "H", "C", "S", "O", "C", "H", "H", "H", "H", "H", "H", "C", "S", "O", "C", "H", "H", "H", "H", "H", "H", "C", "S", "O", "C", "H", "H", "H", "H", "H", "H"],
  "xyz": [[-4.8230, -26.6546, 14.3977], [-6.0250, -27.0866, 13.0530], [-5.1986, -27.4403, 11.8343], [-6.9496, -25.5206, 12.7440], [-4.2665, -25.7284, 14.2486], [-4.1544, -27.5074, 14.4330], [-5.3798, -26.5537, 15.3316], [-6.2520, -24.8976, 12.1747], [-7.1973, -25.0277, 13.6847], [-7.8637, -25.7443, 12.1959], [-9.1141, -19.2138, 5.8989], [-9.5916, -20.5591, 7.1511], [-8.3679, -21.1955, 7.7286], [-10.1827, -19.3465, 8.4265], [-9.8987, -18.4791, 5.7091], [-8.9681, -19.7465, 4.9592], [-8.1567, -18.7520, 6.1406], [-9.5056, -18.5014, 8.4906], [-10.1900, -19.8291, 9.4035], [-11.1948, -19.0210, 8.1897], [-6.5564, -20.9768, 13.7826], [-4.9273, -21.6971, 13.3422], [-5.0628, -22.2619, 11.9466], [-4.1403, -20.0467, 13.3662], [-6.5856, -20.7452, 14.8467], [-7.3310, -21.7098, 13.5552], [-6.7118, -20.1035, 13.1445], [-3.1005, -20.2232, 13.0421], [-4.0237, -19.6077, 14.3588], [-4.5690, -19.3764, 12.6224], [-5.0339, -18.6877, 5.6717], [-5.6660, -20.4160, 5.5697], [-6.0536, -20.6043, 4.1348], [-4.0326, -21.2238, 5.8132], [-4.3659, -18.5226, 4.8248], [-4.4379, -18.5258, 6.5768], [-5.8369, -17.9509, 5.6425], [-3.6809, -20.9826, 6.8254], [-3.3021, -20.7751, 5.1337], [-4.0222, -22.3079, 5.7449], [-8.7033, -22.1468, 11.0183], [-10.1357, -23.3518, 11.1877], [-10.4152, -23.3130, 12.6921], [-11.4114, -22.2234, 10.5174], [-8.8733, -21.3263, 11.7200], [-8.6124, -21.7795, 9.9942], [-7.7363, -22.6025, 11.2663], [-12.3305, -22.7280, 10.8252], [-11.3958, -22.1489, 9.4297], [-11.3740, -21.2396, 10.9908], [-1.3431, -26.2659, 8.3040], [-1.2822, -27.6003, 6.9741], [-2.1143, -28.6817, 7.5654], [-2.2469, -26.7541, 5.6097], [-0.9565, -26.7403, 9.2081], [-2.3196, -25.8220, 8.4686], [-0.6452, -25.4720, 8.0297], [-1.4838, -26.2506, 5.0035], [-2.9015, -25.9546, 5.9728], [-2.7994, -27.4512, 4.9804], [-11.4434, -23.8723, 6.8209], [-9.9159, -24.3369, 7.8797], [-10.2288, -25.5715, 8.6656], [-8.9308, -25.0312, 6.4680], [-11.8783, -24.7115, 6.2796], [-11.1944, -23.0951, 6.0904], [-12.1693, -23.4586, 7.5260], [-9.5388, -25.5174, 5.7047], [-8.1659, -25.7068, 6.8473], [-8.3690, -24.2091, 6.0107], [-4.7724, -26.1545, 9.3200], [-5.0316, -24.7184, 8.2397], [-5.8066, -25.2286, 7.0440], [-6.2283, -23.7332, 9.1753], [-4.2591, -26.9655, 8.7988], [-5.7423, -26.4789, 9.6746], [-4.1811, -25.8413, 10.1873], [-7.2519, -24.1045, 9.1181], [-6.2422, -22.7534, 8.6796], [-5.8963, -23.5689, 10.2054], [-6.1076, -28.7364, 6.2654], [-7.6501, -29.6262, 5.9154], [-8.6294, -28.6124, 5.4069], [-7.1477, -30.7982, 4.5594], [-5.3515, -29.3209, 6.7866], [-6.3858, -27.8281, 6.8059], [-5.6394, -28.4458, 5.3214], [-6.9419, -30.2751, 3.6215], [-7.9153, -31.5507, 4.3763], [-6.2226, -31.2952, 4.8634], [-4.7742, -30.5603, 11.1319], [-4.1887, -32.0058, 10.1313], [-5.4177, -32.8650, 10.0121], [-3.7140, -31.2074, 8.6228], [-5.4495, -29.9732, 10.4985], [-4.0303, -29.8567, 11.5171], [-5.3773, -30.9126, 11.9726], [-2.8700, -30.5526, 8.8331], [-4.5411, -30.6637, 8.1738], [-3.4006, -31.9826, 7.9263], [-5.9442, -26.0756, 1.0872], [-5.9193, -27.2288, 2.5407], [-4.4655, -27.4548, 2.7828], [-6.3875, -25.9920, 3.8978], [-5.7639, -26.6648, 0.1938], [-5.1418, -25.3573, 1.2229], [-6.9366, -25.6185, 1.0613], [-6.6522, -26.5422, 4.7942], [-7.2990, -25.4511, 3.6144], [-5.5886, -25.2691, 4.0196], [-8.4729, -30.3900, 12.0633], [-9.4384, -29.0315, 11.3050], [-9.3963, -27.8369, 12.2649], [-8.2594, -28.6650, 9.9376], [-7.4360, -30.1272, 12.2528], [-8.4836, -31.1779, 11.3059], [-8.9570, -30.7011, 12.9866], [-8.1234, -29.5748, 9.3515], [-7.3102, -28.3072, 10.3399], [-8.7736, -27.9163, 9.3285], [-5.8697, -19.8908, 9.7319], [-7.0492, -18.4972, 10.0519], [-6.7093, -17.7928, 11.3728], [-6.4840, -17.3832, 8.6845], [-6.2347, -20.4487, 8.8651], [-5.9432, -20.5129, 10.6232], [-4.8488, -19.5466, 9.5442], [-6.8915, -16.3909, 8.8772], [-6.7626, -17.7258, 7.6932], [-5.4018, -17.3070, 8.7592], [1.0509, -29.2371, 9.2665], [1.8611, -30.5407, 8.2801], [0.7778, -31.6075, 8.2200], [1.7826, -29.6937, 6.6744], [0.9889, -29.6735, 10.2686], [0.0067, -29.2695, 8.9221], [1.5110, -28.2509, 9.2724], [2.3708, -28.7739, 6.6874], [0.7365, -29.4166, 6.5392], [2.0642, -30.3772, 5.8853], [-2.5463, -21.9055, 10.0430], [-1.3199, -22.3280, 8.8137], [-2.1860, -22.9104, 7.6810], [-0.6770, -20.6397, 8.4313], [-3.1291, -22.8027, 10.2063], [-3.2238, -21.1250, 9.6828], [-2.1039, -21.5621, 10.9774], [-0.8170, -20.0919, 9.3607], [-1.2594, -20.1924, 7.6203], [0.3537, -20.7251, 8.1058], [-1.7952, -24.4587, 12.1259], [-1.3033, -26.2608, 12.3728], [0.1097, -26.3252, 11.8187], [-0.9873, -26.4451, 14.1979], [-1.9680, -24.2630, 11.0772], [-1.0503, -23.7752, 12.5306], [-2.7507, -24.3485, 12.6552], [-0.4871, -27.3999, 14.3525], [-1.8959, -26.4098, 14.8023], [-0.3110, -25.6692, 14.5551], [-3.4998, -21.0403, 1.6026], [-3.2418, -22.8637, 1.3048], [-1.7806, -23.1630, 1.5323], [-3.9517, -23.3613, 2.9311], [-4.5782, -20.8623, 1.6243], [-3.0106, -20.3827, 0.8951], [-3.1962, -20.8312, 2.6340], [-3.3416, -22.9788, 3.7505], [-3.9616, -24.4486, 2.9834], [-4.9626, -22.9548, 3.0422], [-8.5077, -22.6478, 3.2121], [-10.1326, -23.1072, 2.4798], [-10.0921, -24.4935, 1.8401], [-10.1156, -21.9465, 1.0315], [-8.6330, -21.6134, 3.5308], [-7.6475, -22.7389, 2.5434], [-8.2739, -23.2315, 4.1058], [-11.1324, -21.9742, 0.6441], [-9.4568, -22.2223, 0.2029], [-9.8862, -20.9338, 1.3655]],
  "forces_ev_per_angstrom": [[-0.7694, 0.5643, -0.4774], [-0.0986, -0.6391, 0.1795], [-0.4737, 0.6888, 0.8048], [1.2244, -0.0829, 0.0831], [-0.0006, -0.0120, -0.3356], [0.0262, -0.1081, 0.0117], [-0.0385, -0.1919, -0.0744], [-0.2168, 0.1183, -0.0189], [-0.0020, -0.1757, 0.0662], [0.0969, -0.2984, -0.0032], [0.0554, -1.1809, -0.0998], [-0.0367, 1.6099, 0.3194], [-0.1012, 0.4559, -0.4206], [0.1098, -0.4276, -0.2266], [-0.0707, -0.1128, 0.5022], [0.0950, -0.0964, 0.0035], [-0.1795, 0.0089, 0.3940], [0.0668, 0.0663, -0.1703], [0.0252, -0.2453, -0.1808], [0.0174, -0.0075, -0.1788], [0.0713, -0.5403, -0.5173], [-0.9406, 0.3881, 0.5938], [0.2868, 0.8487, 0.5626], [1.5497, -0.5719, -1.0986], [0.1406, 0.1385, -0.0822], [0.1260, -0.1297, 0.1094], [-0.0145, 0.0668, 0.2302], [-0.2361, -0.0393, 0.0229], [-0.6558, -0.2315, 0.0197], [-0.3930, 0.0839, 0.2484], [0.5773, -0.2873, 0.0612], [0.7305, 0.0231, -0.1940], [-0.0198, 0.0173, 0.2659], [0.2120, 1.0087, 0.4866], [-0.1461, -0.1118, -0.1403], [-0.2517, -0.2060, 0.0255], [-0.1354, -0.3024, -0.0882], [-0.2926, -0.0879, -0.0916], [-0.1944, -0.1620, -0.1978], [-0.4939, 0.0356, -0.1341], [-0.1818, -0.3797, -0.2347], [0.6094, 1.7221, 1.9761], [0.3367, -0.3082, -1.6981], [-0.1173, -0.4683, 0.1485], [-0.2957, -0.0935, -0.0671], [-0.1938, -0.0239, -0.0667], [-0.4187, -0.2921, 0.1060], [-0.0138, 0.1374, -0.0943], [0.1901, -0.0424, 0.0059], [0.1972, -0.1760, 0.0541], [0.8124, -0.2332, -0.9294], [-1.0592, 1.4807, 0.4853], [-0.2638, -0.3561, -0.1379], [0.7079, 0.6232, 0.5219], [-0.1104, -0.1478, -0.0957], [-0.1645, -0.2556, -0.2599], [-0.0432, 0.0165, -0.1023], [-0.0548, -0.2135, -0.0104], [-0.0907, -0.3840, 0.2508], [0.1356, -0.2390, 0.2472], [0.6669, 0.1404, 0.6582], [-0.5349, -1.5990, -1.8834], [-0.2825, 0.7069, 0.0596], [0.1840, 1.0472, -0.0740], [0.2690, -0.2788, 0.2975], [0.2734, -0.0658, 0.2216], [0.0305, -0.1281, -0.0666], [-0.2164, -0.0661, 0.3221], [-0.2741, -0.0181, 0.3304], [-0.1242, 0.0443, 0.0488], [-0.4141, 0.6943, 0.2362], [-0.3116, -0.5018, -0.5993], [0.3840, 0.1688, 0.3193], [0.2781, 0.4223, 0.0780], [-0.0536, 0.2654, -0.2069], [-0.1306, -0.2214, 0.0380], [-0.0741, -0.0568, -0.1294], [0.1626, -0.4916, 0.0622], [0.0830, -0.2138, 0.0000], [-0.0118, -0.1495, -0.1111], [0.2777, 0.0336, -1.1434], [-0.4657, -0.7120, 0.3953], [0.6442, -0.2159, -0.2807], [0.5023, 0.7563, 0.0463], [-0.3349, -0.1672, 0.2529], [-0.0155, -0.2121, 0.0954], [-0.0615, 0.1307, -0.0222], [-0.1055, 0.2254, 0.1678], [-0.1395, 0.2612, 0.3581], [-0.1211, 0.0245, 0.1871], [-0.3239, 0.4267, -0.7467], [-0.1638, -0.4542, 2.0647], [0.4085, 0.6653, -0.6147], [-0.4772, 0.1307, -0.3673], [0.0708, -0.0936, -0.0075], [0.2738, -0.3977, -0.2882], [0.3242, -0.4498, -0.2025], [-0.0337, 0.0612, -0.0142], [-0.0689, 0.1773, 0.0723], [0.0949, -0.1020, 0.1105], [-0.5424, -0.4657, 0.9336], [0.0771, 1.7486, 0.4905], [0.2307, -0.4263, 0.1206], [-0.8430, -0.3445, -1.3434], [-0.0166, -0.1206, 0.0018], [-0.0201, 0.0990, 0.0702], [0.1268, 0.0835, -0.1617], [0.4051, -0.0712, 0.0424], [0.0719, -0.1813, -0.2240], [0.2304, -0.2912, 0.1693], [-0.1840, 0.2167, -0.6101], [0.9222, 1.2070, 1.0542], [0.1500, -1.3440, -1.1530], [-0.7251, -0.1444, 0.3608], [-0.0301, 0.3671, 0.0326], [-0.0558, -0.1843, 0.2321], [-0.1222, 0.0141, -0.1261], [0.0186, -0.0154, 0.0008], [-0.0882, 0.0228, 0.0886], [0.2067, 0.0457, 0.0632], [-0.5234, 0.7507, 0.0949], [0.5824, 0.5805, 0.5828], [0.0723, -1.1122, -1.8368], [0.2770, -0.0326, 0.8758], [-0.1900, 0.1229, 0.0498], [0.2107, -0.1280, -0.0859], [-0.1341, 0.1465, 0.2523], [-0.2011, -0.1487, 0.0512], [-0.1999, -0.2776, 0.1079], [0.1244, -0.0168, -0.0309], [-0.5346, -0.9027, 0.1119], [-1.3066, -0.4885, -0.2021], [1.2234, 0.8629, 0.0308], [-0.5852, 0.3238, 0.4939], [0.3600, 0.2745, -0.0053], [0.2933, 0.3742, -0.2185], [0.0441, -0.1002, -0.0809], [0.2038, -0.2103, -0.0351], [0.0194, -0.1052, -0.0391], [0.3019, -0.1354, -0.0123], [-0.2398, 0.7305, 0.0179], [-0.8494, -0.9769, -1.3435], [1.4508, 1.2004, 1.1541], [-0.8904, -0.5958, -0.1753], [-0.0689, -0.0785, 0.0560], [0.1119, -0.1398, -0.1492], [0.1629, -0.1412, 0.0190], [0.3572, 0.2405, -0.0976], [-0.1007, -0.0999, 0.2012], [0.1066, -0.0035, 0.2140], [-0.3944, -1.0742, 1.4446], [1.7847, 0.6913, -0.2280], [-1.2135, -0.1324, 0.1466], [-0.4138, 0.7897, -0.1392], [0.2216, -0.4751, -0.2370], [0.1396, -0.1959, 0.0181], [0.1052, 0.1933, -0.0933], [-0.1478, -0.0866, -0.4337], [-0.0775, -0.0468, -0.2336], [0.0362, 0.1387, -0.2795], [-0.5944, -0.7254, 0.8199], [1.1736, 0.4940, 1.7423], [-0.8641, 0.3579, -0.6888], [-0.5178, 0.3081, -0.4210], [-0.0184, -0.0531, -0.3323], [0.1910, -0.2773, -0.2282], [0.3892, -0.0510, -0.2765], [0.2648, 0.0761, -0.4008], [0.0862, 0.0044, -0.1948], [0.0083, -0.1307, -0.0574], [-0.1028, -0.0790, -0.1691], [0.6874, -1.1827, -1.5696], [0.2296, 1.6505, 1.0638], [-0.1539, -0.0071, 0.4647], [0.1391, 0.0969, -0.0967], [-0.3253, 0.0702, -0.2184], [-0.4358, -0.1411, -0.1544], [-0.0687, 0.0125, 0.1042], [0.1974, -0.3554, 0.5154], [-0.0356, -0.0271, 0.0659]],
  "fmax_ev_per_a": 2.7,
  "e_lumo_ev": -0.5,
  "total_energy_ha": -9957.47311,
  "gap_ev": 7.5,
  "total_charge": 0,
  "e_above_lowest_ev": 0.7325,
  "e_homo_ev": -7.968
}